Molecular formula: C15H22N2OS
Method: DFT, ωB97M-V with the def2-TZVPD basis set

Each line ends with the natural charge from an NBO analysis.
Geometry (Å):
C  2.4308  -5.3027  -1.3069  -0.624
C  1.8398  -3.9440  -1.0812  -0.019
C  0.8592  -3.4455  -1.9264  -0.216
C  0.3258  -2.1860  -1.7329  -0.217
C  0.7753  -1.3834  -0.6916  0.199
C  1.7563  -1.8744  0.1824  -0.047
C  2.2675  -3.1435  -0.0308  -0.206
H  3.0267  -3.5188  0.6421  0.200
C  2.2511  -1.0458  1.3331  -0.642
H  2.6346  -0.0866  0.9829  0.215
H  1.4491  -0.8594  2.0493  0.224
H  3.0535  -1.5637  1.8521  0.221
N  0.2562  -0.1064  -0.4266  -0.639
C  -0.2336  0.8342  -1.2674  0.315
N  -0.4986  2.0598  -0.7313  -0.445
C  -1.4509  2.9575  -1.3454  -0.225
C  -2.7117  3.0264  -0.4820  -0.410
C  -2.3672  3.4622  0.9419  -0.400
C  -1.2533  2.6032  1.5497  -0.250
C  -1.7319  1.1902  1.9072  -0.072
O  -0.6981  0.4200  2.4862  -0.734
H  -0.4755  0.7929  3.3466  0.473
H  -2.0328  0.6457  1.0104  0.190
H  -2.5953  1.2469  2.5821  0.173
C  -0.0762  2.5358  0.5631  -0.220
H  0.3194  3.5506  0.4234  0.204
H  0.7325  1.9254  0.9668  0.215
H  -0.8991  3.0822  2.4719  0.202
H  -3.2572  3.4167  1.5729  0.210
H  -2.0270  4.5005  0.9204  0.205
H  -3.1879  2.0449  -0.4700  0.203
H  -3.4144  3.7339  -0.9230  0.216
H  -0.9990  3.9515  -1.4353  0.186
H  -1.6837  2.5873  -2.3441  0.261
S  -0.4738  0.5863  -2.8912  -0.272
H  0.2766  0.1224  0.5586  0.423
H  -0.4416  -1.8241  -2.3946  0.247
H  0.4984  -4.0511  -2.7447  0.208
H  2.8979  -5.6808  -0.4005  0.211
H  1.6665  -6.0063  -1.6305  0.216
H  3.1914  -5.2539  -2.0869  0.219

Summary:
SMILES string   Cc1ccc(NC(=S)N2CCC[C@@H](CO)C2)c(C)c1
Multiplicity   1
Energy above the lowest of the compared OMol25 structures with the same formula, charge and spin   15.2 kJ/mol
Frontier orbital gap   8.1 eV
HOMO   -7.648 eV



Molecular formula: C15H22O5
Method: DFT, ωB97M-V with the def2-TZVPD basis set

Each line ends with the natural charge from an NBO analysis.
Geometry (Å):
C  -0.6782  3.1575  1.6290  -0.254
H  -1.1997  3.3008  0.6852  0.195
O  -0.1144  1.8639  1.5735  -0.562
C  0.7172  1.5578  2.6604  0.389
O  1.8495  2.3746  2.7265  -0.546
C  2.7316  2.3145  1.6164  -0.274
H  3.4070  3.1600  1.7345  0.194
H  3.3053  1.3854  1.6103  0.188
H  2.1843  2.4088  0.6752  0.179
C  1.0058  0.0446  2.6147  -0.466
C  1.3912  -0.4560  1.2398  0.037
C  1.7579  -1.8600  1.0364  0.043
H  1.8174  -2.5074  1.9102  0.185
C  1.5010  -2.6209  -0.2554  0.042
O  2.4893  -3.6095  -0.4376  -0.705
H  3.3526  -3.1782  -0.4108  0.469
C  1.4371  -1.6950  -1.4890  -0.091
O  0.2972  -0.8771  -1.5424  -0.543
C  -0.8832  -1.5214  -1.9773  -0.093
C  -2.0255  -0.5404  -1.9727  0.047
C  -2.1629  0.3750  -0.9367  -0.240
C  -3.2307  1.2549  -0.9243  -0.195
C  -4.1728  1.2275  -1.9384  -0.220
C  -4.0402  0.3168  -2.9722  -0.206
C  -2.9702  -0.5605  -2.9903  -0.238
H  -2.8697  -1.2685  -3.8009  0.208
H  -4.7693  0.2912  -3.7689  0.212
H  -5.0064  1.9144  -1.9250  0.212
H  -3.3300  1.9620  -0.1137  0.208
H  -1.4279  0.4051  -0.1475  0.230
H  -0.7341  -1.9305  -2.9886  0.174
H  -1.1337  -2.3625  -1.3103  0.172
H  2.2939  -1.0134  -1.4645  0.202
H  1.5105  -2.3256  -2.3870  0.181
H  0.5602  -3.1730  -0.1515  0.183
O  2.7220  -0.8408  1.0118  -0.509
H  0.9202  0.0687  0.4167  0.229
H  0.0926  -0.4673  2.9246  0.224
H  1.7981  -0.1780  3.3311  0.231
H  0.1966  1.7857  3.6089  0.157
H  -1.3840  3.2347  2.4644  0.169
H  0.0945  3.9220  1.7464  0.185

Summary:
SMILES string   COC(C[C@H]1O[C@@H]1[C@H](O)COCc1ccccc1)OC
Multiplicity   1
Energy above the lowest of the compared OMol25 structures with the same formula, charge and spin   349.3 kJ/mol
Frontier orbital gap   10.0 eV
HOMO   -9.189 eV



Molecular formula: C15H23BMnN6Si
Method: DFT, ωB97M-V with the def2-TZVPD basis set

Each line ends with the natural charge from an NBO analysis.
Geometry (Å):
H  2.5434  4.0979  -0.9499  0.231
N  1.8628  2.2956  -1.9071  -0.434
B  0.5353  0.5976  -3.3749  0.548
N  0.8011  1.9894  -2.7281  -0.288
C  0.1830  3.1593  -3.0579  0.073
Mn  3.3370  1.2041  -1.3520  1.379
H  -0.6429  3.1839  -3.7491  0.261
C  0.8111  4.2074  -2.3802  -0.304
H  0.5632  5.2506  -2.4592  0.265
C  1.8392  3.6343  -1.6322  -0.028
H  0.6849  0.6951  -4.5668  -0.024
C  -1.5446  -2.4696  2.0797  -0.618
H  -0.7007  -3.1104  2.3420  0.240
H  -1.3749  -2.0894  1.0621  0.275
H  -2.4284  -3.1218  2.0678  0.279
N  -0.9788  0.1870  -3.1419  -0.369
N  1.4205  -0.5633  -2.8438  -0.281
N  -1.5103  0.0416  -1.8773  -0.330
N  2.4947  -0.3609  -2.0160  -0.427
C  -1.9315  -0.0858  -4.0795  -0.027
C  1.4471  -1.8651  -3.2475  0.067
H  -1.6960  -0.0233  -5.1365  0.230
H  0.7397  -2.2539  -3.9698  0.263
C  -3.1117  -0.4092  -3.4155  -0.344
C  2.5023  -2.5088  -2.6057  -0.305
C  -2.7998  -0.3111  -2.0354  -0.052
C  3.1339  -1.5538  -1.8118  -0.039
H  -4.0517  -0.6820  -3.8555  0.242
H  2.7896  -3.5418  -2.7268  0.265
H  -3.4816  -0.4929  -1.2160  0.204
H  3.9751  -1.6282  -1.1455  0.226
H  -2.5229  -0.9168  2.5419  0.371
C  -1.4830  0.9184  6.4408  -1.046
Si  -0.2956  -0.2870  5.6351  1.458
C  1.2917  0.6341  5.1872  -1.084
C  0.1023  -1.6426  6.8702  -1.074
C  -0.9992  -0.9918  4.0971  0.182
C  -1.6690  -1.3470  3.0421  -0.338
H  -1.5129  0.7729  7.5285  0.281
H  -2.4914  0.7558  6.0407  0.256
H  -1.1907  1.9585  6.2455  0.268
H  1.9533  0.7145  6.0645  0.271
H  1.8152  0.0828  4.3903  0.235
H  1.0549  1.6473  4.8260  0.249
H  -0.4629  -2.5500  6.6189  0.254
H  1.1728  -1.8894  6.8687  0.264
H  -0.1743  -1.3346  7.8881  0.275

Summary:
Multiplicity   4
Total charge   +2
Energy above the lowest of the compared OMol25 structures with the same formula, charge and spin   0.0 kJ/mol
Frontier orbital gap   4.5 eV
Expectation value of S²   3.775
HOMO   -13.172 eV



Molecular formula: C15H23BaN4O7P2SSe
Method: DFT, ωB97M-V with the def2-TZVPD basis set

Each line ends with the Mulliken charge.
Geometry (Å):
Ba  -0.5004  2.0016  -0.2068  1.702
C  -4.6447  1.0847  0.9258  -1.860
C  -3.8238  2.3445  1.0030  1.209
O  -4.5377  3.4598  1.5079  -0.586
P  -2.3492  2.0815  2.1697  0.467
O  -1.5225  3.4686  2.0936  -0.526
O  -2.8945  1.8733  3.6468  -0.466
O  -1.5810  0.8655  1.7513  -0.803
P  -3.3142  2.8929  -0.7841  0.714
O  -2.7077  1.3971  -1.4011  -0.549
O  -4.4957  3.3836  -1.5233  -0.674
O  -2.1327  3.8443  -0.5748  -0.924
H  -5.1192  0.9027  1.8928  0.425
H  -4.0217  0.2332  0.6546  0.333
H  -5.4179  1.2112  0.1660  0.398
H  -5.0145  3.8699  0.7705  0.436
H  -1.7090  3.8132  1.1687  0.526
H  -2.5980  1.0238  3.9899  0.341
H  -2.3848  1.5783  -2.3036  0.367
C  3.1002  0.6819  4.2202  -0.960
N  3.3655  0.4531  2.8260  0.232
C  3.2929  1.3784  1.8250  -0.264
Se  2.9516  3.1886  2.0911  -0.399
N  3.5289  0.7826  0.6505  0.170
C  3.6818  -0.5614  0.8764  -0.028
C  3.9006  -1.6144  0.0016  -0.578
C  4.0423  -2.8764  0.5550  -0.512
C  3.9668  -3.0901  1.9323  -0.566
C  3.7406  -2.0457  2.8155  -0.652
C  3.5962  -0.7815  2.2615  0.794
H  2.9255  1.7478  4.3515  0.232
H  3.9533  0.3706  4.8262  0.328
H  2.2152  0.1220  4.5334  0.335
H  3.0053  1.1374  -0.3087  0.021
H  3.9320  -1.4464  -1.0638  0.442
H  4.2151  -3.7218  -0.0990  0.388
H  4.0813  -4.0946  2.3180  0.366
H  3.6666  -2.2099  3.8817  0.407
C  1.8119  -2.8051  -3.3213  -1.009
C  0.4607  -2.1912  -3.3620  0.480
C  -0.7697  -2.7004  -3.7355  -0.906
C  -1.6723  -1.6535  -3.5216  0.521
N  -1.0426  -0.5782  -3.0555  -0.523
N  0.2528  -0.9274  -2.9698  0.463
C  -3.1468  -1.6304  -3.7401  -1.097
H  1.8693  -3.6548  -3.9999  0.341
H  2.0551  -3.1566  -2.3179  0.115
H  2.5691  -2.0775  -3.6095  0.313
H  -0.9740  -3.6883  -4.1097  0.322
H  0.9166  -0.2181  -2.5708  0.110
H  -3.4612  -2.4588  -4.3762  0.339
H  -3.4538  -0.7006  -4.2190  0.294
H  -3.6933  -1.7100  -2.7982  0.187
S  1.8856  1.4010  -1.7344  -1.241

Summary:
Multiplicity   1
Total charge   -1
Energy above the lowest of the compared OMol25 structures with the same formula, charge and spin   388.6 kJ/mol
Frontier orbital gap   5.6 eV
HOMO   -3.662 eV



Molecular formula: C15H23BaN4O7P2SSe
Method: DFT, ωB97M-V with the def2-TZVPD basis set

Each line ends with the natural charge from an NBO analysis.
Geometry (Å):
Ba  1.0636  -1.1349  -1.4169  1.804
C  3.9786  0.9416  1.9050  -0.638
C  4.1869  -0.3192  1.0733  -0.509
O  5.4633  -0.9080  1.3479  -0.729
P  2.9238  -1.5641  1.4484  2.374
O  3.2540  -2.8044  0.5448  -1.001
O  3.1854  -2.0841  2.9304  -0.977
O  1.5514  -1.0296  1.2710  -1.167
P  4.2138  0.0431  -0.7461  2.353
O  2.9438  1.0473  -0.8473  -1.050
O  5.5042  0.7149  -1.0124  -1.132
O  3.7826  -1.1979  -1.5113  -1.233
H  4.1654  0.7121  2.9550  0.216
H  2.9654  1.3255  1.7893  0.235
H  4.6855  1.7061  1.5802  0.228
H  6.0964  -0.4361  0.7820  0.496
H  3.7241  -2.5005  -0.2707  0.544
H  2.3719  -2.0253  3.4462  0.514
H  2.8245  1.5082  -1.6877  0.523
C  -2.2933  -4.3037  1.8543  -0.410
N  -2.2633  -3.1841  0.9524  -0.403
C  -1.3825  -2.9609  -0.0857  0.248
Se  0.0267  -4.0853  -0.5359  -0.462
N  -1.5977  -1.7932  -0.6644  -0.662
C  -2.6803  -1.2369  -0.0123  0.185
C  -3.3388  -0.0312  -0.2209  -0.237
C  -4.4099  0.2847  0.6034  -0.235
C  -4.8252  -0.5800  1.6210  -0.239
C  -4.1791  -1.7910  1.8409  -0.259
C  -3.1121  -2.0959  1.0108  0.094
H  -1.5100  -4.9988  1.5603  0.250
H  -3.2615  -4.8073  1.8065  0.192
H  -2.1157  -3.9733  2.8808  0.192
H  -1.6297  -1.7572  -2.9884  0.150
H  -3.0165  0.6338  -1.0122  0.210
H  -4.9376  1.2196  0.4580  0.199
H  -5.6642  -0.3022  2.2466  0.201
H  -4.4981  -2.4641  2.6274  0.208
C  -3.1795  2.8523  -2.1171  -0.644
C  -1.7052  2.8880  -1.8920  0.164
C  -0.8897  3.8223  -1.2830  -0.363
C  0.4042  3.2776  -1.3418  0.138
N  0.3858  2.0919  -1.9496  -0.360
N  -0.9057  1.8842  -2.2740  -0.374
C  1.6610  3.8870  -0.8080  -0.638
H  -3.5906  3.8606  -2.0981  0.218
H  -3.6766  2.2691  -1.3398  0.224
H  -3.4152  2.3969  -3.0792  0.234
H  -1.1857  4.7683  -0.8595  0.213
H  -1.1430  0.9827  -2.7486  0.439
H  1.5027  4.9456  -0.6032  0.212
H  2.4822  3.8073  -1.5215  0.214
H  1.9792  3.4018  0.1153  0.229
S  -0.9196  -0.9030  -3.7239  -0.977

Summary:
Multiplicity   1
Total charge   -1
Energy above the lowest of the compared OMol25 structures with the same formula, charge and spin   84.1 kJ/mol
Frontier orbital gap   6.9 eV
HOMO   -4.556 eV



Molecular formula: C15H23Br8NO3
Method: DFT, ωB97M-V with the def2-TZVPD basis set

Each line ends with the natural charge from an NBO analysis.
Geometry (Å):
O  0.4592  4.0239  2.7564  -0.534
C  1.0826  3.6110  1.7523  0.623
O  0.6663  2.4801  1.0024  -0.519
C  1.6913  2.1164  0.0077  0.346
O  1.0859  1.5452  -1.1599  -0.706
C  2.7175  1.1532  0.7495  -0.041
C  2.3741  -0.3291  1.1891  -0.219
C  3.4888  -1.0887  1.9155  -0.070
N  4.8507  -0.6742  2.2726  -0.531
C  5.1853  0.6742  1.9077  0.012
C  4.1714  1.5574  1.1604  -0.252
H  1.9976  4.2098  1.4243  0.135
H  2.2668  3.0487  -0.3333  0.158
H  0.1294  1.8014  -1.0871  0.501
H  1.3489  -0.7876  0.9782  0.250
H  3.2018  -2.1552  2.2045  0.249
H  6.2205  1.0672  2.1900  0.226
H  4.5076  2.6251  0.8951  0.216
Br  -0.6359  4.2453  -4.9289  -0.011
C  -1.5095  5.2509  -3.5058  -0.449
C  -1.2508  4.6275  -2.1566  -0.461
Br  -2.3449  3.0355  -1.8919  -0.007
H  -2.5675  5.3080  -3.7594  0.235
H  -1.0736  6.2507  -3.5565  0.229
H  -1.5433  5.3100  -1.3565  0.231
H  -0.2125  4.3283  -2.0118  0.225
Br  -6.1609  2.4299  -2.6846  -0.016
C  -6.4000  0.6171  -2.0090  -0.450
C  -5.3684  0.2820  -0.9605  -0.445
Br  -3.6363  -0.1014  -1.7689  -0.014
H  -6.3727  -0.0497  -2.8702  0.238
H  -7.4028  0.6056  -1.5775  0.232
H  -5.6434  -0.6323  -0.4313  0.236
H  -5.2115  1.0820  -0.2372  0.236
Br  -5.9938  -3.7027  -3.0753  -0.026
C  -4.0509  -3.8268  -2.9628  -0.451
C  -3.6243  -5.0608  -2.2075  -0.448
Br  -3.8586  -4.8298  -0.2863  -0.015
H  -3.6980  -2.8997  -2.5112  0.243
H  -3.7098  -3.8736  -3.9989  0.230
H  -2.5570  -5.2434  -2.3439  0.230
H  -4.1806  -5.9540  -2.4909  0.233
Br  5.2442  -4.0552  6.7080  -0.020
C  4.9210  -4.6128  4.8688  -0.439
C  5.5500  -3.6525  3.8859  -0.482
Br  4.4997  -2.0068  3.7112  0.203
H  3.8424  -4.7074  4.7499  0.226
H  5.3791  -5.6021  4.7883  0.214
H  5.5633  -4.0855  2.8831  0.217
H  6.5618  -3.3554  4.1629  0.229

Summary:
Multiplicity   1
Frontier orbital gap   6.5 eV
HOMO   -6.920 eV



| no. | LUMO level (eV) | M (g mol⁻¹) |
| --- | --- | --- |
| 1 | 0.5 | 278.421 |
| 2 | 0.8 | 282.336 |
| 3 | -8.6 | 381.227 |
| 4 | 2.0 | 681.673 |
| 5 | 2.4 | 681.673 |
| 6 | -0.4 | 904.585 |